Record 1
Molecular formula: C73H145Br3N8O8
Method: DFT, ωB97M-V with the def2-TZVPD basis set

The value obtained for the total energy is -316453.998 eV. The value obtained for the largest force on an atom is 6.54 eV Å⁻¹. The spin multiplicity is 9. The frontier orbital gap (spin up / spin down) comes out at 8.27 / 9.05 eV.

```
237
C73H145Br3N8O8 | the Open Molecules 2025 dataset | ωB97M-V with the def2-TZVPD basis set
Br 0.651 1.768 2.664
Br -1.370 -0.273 1.183
Br 1.143 1.092 -0.508
O 9.512 -0.228 2.387
O -6.610 7.270 4.687
O -1.914 -3.779 10.332
O 5.167 7.400 -2.162
O -1.473 1.581 -7.435
O 0.006 -5.694 -0.906
O -10.184 -4.429 0.788
O 5.524 -5.896 -6.282
N -0.931 -2.806 9.886
N 4.796 8.326 -1.097
N -9.359 -3.314 0.233
N 9.667 -1.619 2.735
N -6.263 7.615 3.248
N 0.048 -7.046 -0.421
N -2.765 2.305 -7.178
N 6.018 -4.612 -6.852
C 9.852 -4.187 4.155
C 3.059 9.909 -2.447
C -4.066 3.862 -5.672
C 7.760 -1.749 4.499
C -5.060 6.958 1.135
C -9.379 -3.254 -1.250
C 1.359 -2.167 9.227
C 5.647 -2.098 -7.471
C 0.774 -1.223 8.126
C -10.723 -2.916 -1.849
C -1.656 3.732 -5.297
C -5.607 5.059 2.695
C 1.020 -3.651 11.112
C 3.760 8.882 1.111
C -7.059 8.469 0.953
C -8.551 7.058 2.436
C 4.495 -3.130 -5.461
C 6.420 -5.501 -9.264
C 10.986 -1.972 3.285
C -1.871 -2.598 7.450
C -2.896 2.852 -5.788
C 12.222 -1.646 2.384
C 4.238 10.645 -0.371
C -7.406 8.089 2.404
C -6.301 7.287 0.355
C -5.058 3.055 -7.742
C -2.233 -7.523 -1.374
C 11.165 -1.377 4.745
C -10.714 -1.280 1.060
C -8.314 -1.130 0.595
C -1.517 -1.893 8.782
C 3.765 -3.782 -7.753
C 11.032 -3.542 3.500
C -1.890 -7.129 1.128
C 1.228 -7.241 0.452
C 1.237 -6.448 1.820
C 3.269 10.200 0.676
C -9.400 -2.115 1.056
C 8.668 -3.830 3.276
C -8.967 -4.591 -1.917
C -3.961 1.976 -7.985
C 5.632 10.415 -2.272
C -1.294 -7.623 -0.181
C 6.946 -4.812 -7.984
C 7.258 -2.162 2.100
C 5.038 -3.479 -6.876
C 0.707 -4.546 8.811
C -3.186 1.814 -4.660
C 1.409 -8.793 0.798
C 4.469 6.641 0.698
C 6.604 -2.183 -8.618
C 4.428 9.778 -1.557
C -3.849 6.762 3.307
C -7.922 9.402 3.076
C -3.518 2.118 -9.488
C 2.511 7.563 -0.394
C 8.194 -5.614 -7.519
C 0.482 -3.324 9.753
C -0.599 -0.765 8.462
C 3.877 7.820 -0.021
C -2.806 -1.183 9.226
C 2.572 -6.948 -0.308
C -5.333 3.277 -6.288
C -1.032 -9.130 0.081
C -4.562 0.493 -7.920
C 7.563 -3.408 -8.393
C 0.108 -9.535 1.112
C -8.920 -2.353 2.523
C -8.330 -0.857 -0.974
C -8.319 -2.182 -1.748
C 8.396 -2.303 3.181
C -5.288 6.613 2.659
C 0.541 0.386 1.265
H 4.004 -3.985 -4.995
H 6.085 -1.384 -6.774
H -0.701 -9.482 -0.896
H -9.486 -3.219 2.866
H -2.656 -0.622 10.148
H 5.661 -6.263 -9.090
H 2.023 6.862 0.284
H 5.191 11.009 0.014
H 10.860 -0.330 4.769
H 0.400 -4.417 11.576
H -6.038 7.476 -0.686
H 7.512 -2.397 1.066
H -2.186 -6.081 1.179
H -6.197 3.916 -6.107
H -2.985 1.226 -9.818
H -4.510 6.073 0.818
H 7.170 -1.269 -8.802
H -0.919 -0.298 7.530
H -8.471 -1.932 -2.798
H -3.882 6.267 4.277
H 2.052 -3.986 11.006
H -6.900 6.378 0.406
H 5.306 -2.874 -4.781
H -2.571 -6.534 -1.684
H -0.098 -5.258 8.996
H -3.908 1.102 -5.060
H -1.740 4.266 -4.351
H 1.211 -7.044 2.733
H 7.829 -6.638 -7.430
H 4.354 5.765 0.060
H -1.657 -7.827 -2.248
H 7.271 -5.992 -9.737
H -3.714 7.801 3.607
H 8.310 -2.099 5.373
H -2.372 1.111 -4.477
H 2.064 -8.985 1.648
H 6.724 -1.974 4.755
H 2.127 -2.662 8.633
H 6.550 -2.896 2.485
H -10.784 -2.914 -2.937
H -5.118 0.362 -6.991
H -6.405 4.810 1.995
H 0.805 -1.738 7.165
H -11.430 -3.633 -1.433
H -0.911 2.943 -5.200
H -3.083 -8.201 -1.300
H 13.145 -2.016 2.831
H 2.090 9.864 -1.950
H 6.781 -1.184 2.041
H 1.796 -1.638 10.074
H -5.561 2.303 -5.854
H 2.227 10.286 0.367
H -0.545 0.058 9.174
H -10.909 -0.883 0.064
H -7.875 -2.662 2.502
H 6.558 10.393 -1.698
H -8.970 -4.385 -2.988
H -8.935 6.795 1.450
H 1.026 -2.710 11.662
H -5.190 0.360 -8.801
H -3.205 -0.490 8.485
H 7.695 -0.668 4.625
H -1.370 4.453 -6.063
H 11.958 -3.809 4.008
H 9.730 -3.897 5.199
H 8.705 -4.435 2.369
H 1.734 -4.905 8.879
H -9.033 -0.116 -1.353
H 1.510 -0.424 8.039
H 5.862 9.887 -3.198
H 3.208 10.926 1.486
H -8.440 -0.127 1.002
H -7.309 -1.280 0.989
H 2.433 -7.407 -1.287
H 4.844 -1.517 -7.924
H 5.553 11.432 -2.657
H -0.167 -9.225 2.120
H 11.007 -4.070 2.547
H -7.115 10.134 3.098
H 3.051 10.869 -2.962
H -3.507 -1.917 9.622
H -1.168 -7.249 1.936
H 7.872 -4.233 3.902
H -9.677 -5.415 -1.835
H -2.566 -2.071 6.795
H 1.723 -9.236 -0.147
H 8.952 -5.406 -8.273
H -4.724 4.448 2.510
H 12.202 -2.210 1.452
H -7.965 -4.996 -1.774
H -11.534 -1.986 1.190
H 1.835 8.416 -0.465
H 2.531 7.010 -1.333
H 4.026 -3.681 -8.807
H 12.310 -0.570 2.233
H -7.399 -0.345 -1.214
H -11.007 -1.891 -1.609
H -3.846 4.813 -6.157
H 3.772 -2.321 -5.358
H -2.419 -3.510 7.688
H 8.301 -3.085 -7.659
H -7.348 -2.606 -1.488
H 8.104 -3.499 -9.335
H -0.997 -2.916 6.882
H -8.355 9.365 4.075
H -2.965 6.495 2.728
H 2.800 -5.892 -0.453
H -2.723 -7.787 1.372
H 8.636 -5.314 -6.569
H -2.987 3.048 -9.694
H -1.985 -9.600 0.325
H 3.006 8.649 1.863
H -5.962 2.751 -8.269
H -8.662 9.806 2.385
H 3.337 -4.734 -7.438
H 6.082 -4.695 -9.915
H -8.278 6.084 2.841
H 3.873 11.598 -0.755
H -7.999 8.555 0.409
H 6.036 -2.422 -9.517
H 12.232 -1.367 4.968
H -3.423 2.173 -3.659
H 4.684 9.110 1.643
H 3.058 9.042 -3.109
H 10.847 -2.067 5.526
H 4.000 6.517 1.674
H 0.260 -10.614 1.126
H 5.554 6.730 0.747
H -5.816 4.744 3.718
H -4.322 7.759 1.181
H -4.308 4.079 -4.632
H 0.681 -5.511 1.802
H 0.448 -4.257 7.793
H -4.799 4.038 -8.137
H -6.531 9.407 0.782
H -9.137 -1.531 3.205
H 2.257 -6.210 2.121
H -10.850 -0.573 1.878
H -3.827 -0.311 -7.915
H 9.949 -5.273 4.165
H 1.075 -0.541 1.472
H -4.294 2.152 -10.252
H 3.453 -7.293 0.233
H 3.048 -2.998 -7.508
H -9.403 7.388 3.031
```

=====

Record 2
Molecular formula: C3H2NO2S
Method: DFT, ωB97M-V with the def2-TZVPD basis set

As for the charge: -1. The value obtained for the total energy is -19560.653 eV. Its energy relative to the best compared isomer or geometry (same formula, charge and spin) is 0.1674 eV. The value obtained for the largest force on an atom is 3.88 eV Å⁻¹. The spin multiplicity is 3. The frontier orbital gap (spin up / spin down) comes out at 4.41 / 5.67 eV.

```
9
C3H2NO2S | the Open Molecules 2025 dataset | ωB97M-V with the def2-TZVPD basis set
S 1.396 0.162 1.117
O -0.011 -2.234 0.252
O -1.213 0.002 -1.859
N -0.944 1.025 0.057
C 0.026 1.193 0.915
C -0.663 -0.011 -0.786
C 0.304 -1.145 -0.328
H -0.015 2.028 1.570
H 1.120 -1.019 -0.938
```

=====

Record 3
Molecular formula: C3H11N3O2
Method: DFT, ωB97M-V with the def2-TZVPD basis set

The value obtained for the total energy is -11847.332 eV. Its energy relative to the best compared isomer or geometry (same formula, charge and spin) is 8.4050 eV. The value obtained for the largest force on an atom is 2.38 eV Å⁻¹. The frontier orbital gap (spin up / spin down) comes out at 7.99 / 7.99 eV.

```
19
C3H11N3O2 | the Open Molecules 2025 dataset | ωB97M-V with the def2-TZVPD basis set
O 1.330 -0.990 -1.337
O 1.802 1.136 1.269
N 0.905 -0.136 -0.503
N 2.019 0.948 -0.103
N 3.253 0.329 -0.285
C -1.866 0.298 0.308
C -2.668 -0.247 -0.827
C -1.154 -0.499 1.188
H 0.116 -0.525 0.524
H -2.312 -1.234 -1.129
H -1.994 1.349 0.540
H -3.719 -0.353 -0.532
H 2.275 0.411 1.719
H -2.641 0.417 -1.693
H 3.774 0.890 -0.951
H -1.351 -1.567 1.182
H 0.069 0.455 -0.808
H 3.066 -0.592 -0.724
H -0.907 -0.091 2.162
```